One molecule with the formula C3H6O2S, computed with the ωB97M-V functional and the def2-TZVPD basis.

Geometry as ORCA input:
```
! wB97M-V def2-TZVPD RIJCOSX def2/J DEFGRID3
* xyz 0 1
O -0.23812 -1.99726 -1.01573
C 0.56721 -1.32682 -0.42684
O 1.76697 -1.80107 -0.03152
C 0.39747 0.03755 0.16661
C -1.05649 0.53500 -0.05512
S -1.24330 2.44306 0.21249
H 1.94760 -2.74592 -0.01041
H 0.64477 0.20231 1.20358
H 0.99861 0.60010 -0.58365
H -1.66799 0.20685 0.78014
H -1.40565 0.40217 -1.09327
H -0.71106 3.44402 0.85372
*
```

Values from the calculation:
- LUMO level (eV) = 0.38
- SMILES = O=C(O)CCS
- HOMO energy (eV) = -9.07
- relative energy (zero: lowest compared OMol25 entry of this formula, charge and spin) (kcal/mol) = 45.9
- DFT total energy (eV) = -18136.9576
- F_max (eV/A) = 4.2